# 1
Here is C21H38ClNa2O25 as an isolated structure from the Open Molecules 2025 dataset. Energies are from the ωB97M-V functional and the def2-TZVPD basis.

Each line ends with the Löwdin charge.
CARTESIAN COORDINATES (ANGSTROEM)
Cl  0.670  0.338  0.616  0.654
Na  1.568  4.143  -0.616  0.785
Na  1.940  1.925  3.334  0.752
O  0.024  -3.090  7.923  0.019
O  -2.910  -2.588  2.012  0.084
O  1.790  -0.279  -0.094  -0.325
O  -2.823  4.004  -1.180  0.008
O  7.557  -1.087  -0.116  0.069
O  -3.436  -2.843  -0.073  0.078
O  -0.159  -2.560  5.881  0.002
O  -1.127  5.468  2.629  0.008
O  -3.802  -2.219  -3.340  0.089
O  -2.999  5.974  -0.455  0.024
O  0.853  1.772  0.762  -0.409
O  -2.151  3.633  2.554  0.017
O  -0.911  5.006  -0.344  0.074
O  3.502  -1.616  -3.964  0.011
O  -4.075  -1.811  -5.550  0.006
O  4.627  -3.176  -4.848  0.004
O  -2.422  -0.861  -4.504  0.044
O  0.320  -4.747  6.422  0.109
O  7.462  -3.106  1.017  0.111
O  3.215  -1.945  -6.211  0.087
O  5.693  -2.296  -0.243  0.053
O  0.502  -0.243  1.887  -0.312
O  -0.515  0.175  -0.212  -0.341
O  -2.749  -4.648  1.089  0.144
O  0.053  3.444  3.166  0.013
C  -2.109  4.991  -0.589  -0.531
C  -1.780  -0.309  -3.361  -0.006
C  -5.172  -2.696  -5.666  -0.049
C  2.664  -0.549  -3.875  -0.075
C  6.969  -2.222  0.280  -0.480
C  -0.014  6.268  2.741  -0.062
C  -3.279  -1.304  1.602  -0.118
C  -2.257  2.827  -1.726  -0.029
C  -2.475  2.224  2.634  0.019
C  0.036  -3.589  6.730  -0.594
C  4.922  -4.056  -5.960  -0.028
C  -2.961  -3.447  1.042  -0.563
C  6.681  -0.380  -0.914  -0.146
C  5.270  -1.012  -0.689  -0.099
C  -3.729  -1.491  0.167  -0.126
C  0.632  -3.758  9.029  -0.018
C  3.772  -2.173  -5.106  -0.568
C  -0.284  -2.808  4.503  -0.058
C  -3.435  -1.652  -4.381  -0.584
C  -0.972  4.139  2.848  -0.484
C  -2.571  7.296  -0.171  -0.009
H  -2.400  7.878  -1.076  0.107
H  2.529  -0.275  -2.829  0.080
H  -3.508  2.164  2.292  0.108
H  0.040  6.787  3.698  0.113
H  1.634  -0.761  -4.164  0.092
H  1.081  -4.688  8.681  0.094
H  -1.712  7.243  0.498  0.072
H  -2.090  0.694  -3.067  0.057
H  -5.280  -3.071  -6.684  0.096
H  4.827  -0.975  -1.685  0.116
H  -4.031  -1.028  2.341  0.139
H  -2.151  2.130  -0.896  0.087
H  0.372  -3.616  4.180  0.102
H  4.065  -4.529  -6.440  0.097
H  -0.067  -4.001  9.829  0.096
H  -2.441  -0.607  1.574  0.096
H  -6.114  -2.286  -5.304  0.099
H  -3.182  -0.810  -0.485  0.105
H  -2.439  1.830  3.650  0.111
H  -0.183  -1.885  3.932  0.072
H  -1.213  -3.176  4.068  0.087
H  4.709  -0.481  0.080  0.117
H  -0.048  6.999  1.933  0.092
H  5.573  -4.882  -5.673  0.094
H  -1.807  1.688  1.959  0.073
H  -2.105  -0.899  -2.504  0.079
H  5.422  -3.459  -6.723  0.095
H  3.050  0.261  -4.495  0.108
H  -4.984  -3.618  -5.116  0.095
H  -0.700  -0.285  -3.503  0.091
H  7.039  -0.527  -1.933  0.136
H  -1.327  3.079  -2.235  0.101
H  1.414  -3.150  9.483  0.093
H  -2.932  2.380  -2.457  0.094
H  -3.418  7.785  0.311  0.108
H  0.899  5.680  2.641  0.088
H  6.671  0.664  -0.602  0.126
H  -4.799  -1.318  0.045  0.137

Cartesian forces, eV/Å:
-0.3 -1.8 -4.4
-0.9 -0.3 0.2
-0.8 -0.1 -0.3
-0.3 1.3 2.0
1.3 0.2 2.1
-0.7 1.2 1.1
0.0 1.2 0.5
0.7 -0.9 1.5
0.3 -0.4 -0.8
-0.9 0.1 0.3
-0.2 -2.4 0.6
0.8 1.4 -1.8
0.5 -0.7 0.0
1.2 1.6 0.6
-0.1 0.0 0.5
-0.2 -0.2 -0.1
1.2 -0.9 1.6
1.0 1.0 -0.5
-0.2 -0.3 -0.6
1.3 1.9 -1.2
-0.9 2.1 0.3
-1.8 3.6 -3.1
1.9 -0.2 3.4
0.1 -0.4 0.5
0.0 -0.2 1.9
0.3 0.0 0.9
0.0 2.6 0.3
-2.6 2.8 -0.8
-1.1 -0.5 -1.6
-0.4 -0.7 1.2
-0.3 -1.5 0.6
-1.8 1.8 -0.1
0.7 -3.6 2.5
1.8 1.1 0.0
-0.3 0.8 0.3
0.5 -0.2 0.7
0.3 0.1 -0.2
1.6 -2.4 -1.9
0.3 0.3 -0.8
-0.6 -3.7 -1.9
-1.2 1.1 -0.7
2.5 0.6 -0.6
-0.8 0.4 0.1
0.5 -1.1 0.0
-1.7 -1.5 -4.0
0.0 -1.0 -1.7
-3.1 -2.9 2.4
1.0 -2.0 -0.2
-0.1 0.4 0.7
0.4 -0.4 -0.1
0.7 0.1 0.1
0.2 0.1 -0.1
-0.2 0.0 0.0
0.1 -0.3 -0.6
-0.1 0.0 0.0
0.0 0.4 -0.2
-0.3 0.1 -0.9
0.2 0.8 -0.2
-0.7 -0.7 0.4
-0.1 0.6 -0.4
0.5 -0.3 -0.3
0.7 0.4 0.0
-0.4 0.4 0.4
-0.4 0.2 -0.4
0.2 -0.2 0.6
0.2 0.3 -0.1
0.0 -0.3 -0.2
0.3 0.2 0.0
0.8 0.1 0.4
-0.9 -0.1 1.2
-0.2 -0.2 -0.1
0.0 0.0 0.1
0.0 0.5 0.7
-0.1 -0.2 0.2
0.6 -0.3 0.0
0.0 -0.1 0.0
-0.2 0.3 0.1
0.1 0.2 0.4
-0.2 -0.4 -0.1
-0.3 0.4 -0.2
0.2 -0.3 0.1
-0.1 0.3 -0.4
-0.3 0.6 0.2
0.2 -0.2 0.2
0.1 0.0 0.0
0.3 0.1 -0.3
0.0 -0.1 -0.2

Values from the calculation:
- HOMO-LUMO gap (eV) = 7.298
- E (hartree) = -3488.32119
- LUMO level (hartree) = -0.175
- HOMO level (eV) = -12.059
- net charge = +1
- energy above the lowest of the compared OMol25 structures with the same formula, charge and spin (kcal per mole) = 16.1
- max |F| (eV Å⁻¹) = 5.10

***

# 2
Here is C43H45BFIrN8O4 as an isolated structure from the Open Molecules 2025 dataset. Energies are from the ωB97M-V functional and the def2-TZVPD basis.

Each line ends with the Mulliken spin population.
CARTESIAN COORDINATES (ANGSTROEM)
Ir  1.457  -0.015  0.927  3.042
F  7.081  -3.923  -1.028  0.000
O  2.035  1.717  -0.106  0.195
O  -2.706  -5.418  2.451  0.000
O  3.447  -0.647  0.009  0.148
O  3.377  3.450  -0.618  0.031
N  -6.446  3.795  -2.067  0.006
N  -2.727  -3.357  1.373  0.001
N  -4.005  3.746  -1.964  0.008
N  -0.614  1.162  0.843  0.422
N  -1.078  -4.922  0.911  0.001
N  1.243  -0.531  2.846  0.053
N  6.812  1.519  -1.028  0.006
N  1.003  -2.077  0.019  0.156
C  -3.151  1.149  0.921  0.133
C  -2.250  -4.593  1.682  0.000
C  7.936  2.421  -1.383  0.000
C  -6.342  -1.673  2.915  0.001
C  4.492  1.429  -0.361  -0.035
C  -4.001  4.658  -1.013  0.024
C  0.491  -0.635  3.741  0.162
C  4.492  0.028  -0.240  0.029
C  -5.222  3.360  -2.410  -0.003
C  -7.654  -1.234  3.510  0.000
C  -1.855  -0.107  -0.743  0.090
C  3.258  2.280  -0.372  0.012
C  -4.001  -2.323  3.242  -0.001
C  7.444  3.729  -1.964  0.000
C  8.099  -0.496  -1.344  0.001
C  -1.951  3.165  0.428  0.302
C  -5.168  -1.765  3.709  0.001
C  5.889  -2.033  -0.517  -0.001
C  5.609  2.077  -0.773  -0.006
C  7.065  -2.593  -0.946  0.000
C  8.187  -1.889  -1.317  -0.001
C  -3.039  -0.879  -1.372  0.021
C  5.791  -0.648  -0.553  0.012
C  -1.860  0.375  0.687  -0.101
C  -3.170  2.454  0.761  0.001
C  -2.553  -1.967  -2.317  0.002
C  6.900  0.115  -0.959  0.009
C  1.279  -3.769  -1.579  -0.002
C  -6.249  -2.100  1.595  -0.001
C  9.316  0.369  -1.830  0.000
C  -6.383  4.758  -1.118  -0.001
C  -5.065  -2.687  1.097  0.000
C  -0.195  -4.095  0.271  0.006
C  0.420  -4.576  -0.924  -0.003
C  -2.692  5.199  -0.574  0.241
C  0.140  -2.825  0.645  -0.026
C  8.762  1.663  -2.392  0.000
C  1.552  -2.482  -1.127  -0.019
C  -3.943  -2.797  1.930  -0.005
C  -1.811  4.558  0.155  -0.106
C  -3.902  0.097  -2.213  0.002
C  -5.216  5.192  -0.531  0.010
C  -0.673  2.456  0.597  0.031
B  -0.817  -0.992  4.606  -0.003
H  -7.389  5.132  -0.810  0.000
H  8.539  2.570  -0.488  0.000
H  6.867  4.212  -1.218  0.000
H  -8.304  -0.718  2.784  0.000
H  -5.093  -3.098  0.051  0.000
H  -1.776  -0.397  4.082  0.019
H  -4.008  3.054  1.103  0.016
H  0.236  3.042  0.570  0.019
H  6.768  3.503  -2.813  0.000
H  -0.852  5.045  0.269  0.010
H  -0.369  -2.401  1.504  0.006
H  -3.426  -2.419  -2.804  0.001
H  -8.188  -2.083  3.822  0.000
H  -0.686  -0.568  5.663  0.009
H  5.044  -2.641  -0.157  0.000
H  9.878  -0.212  -2.508  0.000
H  8.256  4.376  -2.288  0.000
H  -3.968  0.567  1.283  0.024
H  1.683  -4.092  -2.513  0.001
H  -5.235  5.971  0.206  -0.001
H  -4.169  0.964  -1.592  -0.001
H  -5.166  -1.441  4.742  0.000
H  -1.953  -1.511  -3.068  -0.001
H  -0.950  -0.630  -0.882  -0.003
H  -2.517  6.249  -0.806  0.007
H  0.058  -5.562  -1.248  0.000
H  9.082  -2.488  -1.614  0.000
H  9.899  0.635  -0.973  0.000
H  -3.201  -2.533  3.963  0.002
H  -0.839  -2.248  4.511  0.016
H  -3.327  0.456  -3.114  0.000
H  8.170  1.491  -3.258  0.000
H  -7.601  -0.601  4.425  0.000
H  -2.407  -2.806  0.612  -0.001
H  -5.156  2.649  -3.245  0.000
H  -4.800  -0.375  -2.603  0.000
H  -0.900  -5.918  0.864  0.000
H  5.466  3.148  -0.885  0.002
H  -7.164  -2.056  0.937  0.000
H  9.592  2.348  -2.714  0.000
H  -1.783  -0.428  1.385  0.028
H  -1.719  0.852  -1.345  0.002
H  2.190  -1.785  -1.651  0.007
H  -3.644  -1.399  -0.582  -0.007
H  -1.975  -2.727  -1.786  -0.001

Cartesian forces, eV/Å:
0.4 0.9 -1.0
0.4 -0.6 0.1
1.3 0.0 0.1
0.2 1.2 -0.8
0.3 -0.3 0.4
-0.6 0.3 -0.1
2.0 0.4 0.4
-1.4 0.3 1.3
-0.9 -0.5 -0.3
0.2 1.1 -0.6
-0.9 -0.2 0.9
0.1 0.2 0.6
-2.2 0.6 0.6
1.0 1.8 -1.2
1.6 -1.4 0.5
0.8 -0.9 -0.2
0.5 -0.9 -0.5
0.9 0.3 0.5
-1.1 -0.9 -0.2
-0.8 0.8 0.1
-1.2 -0.4 -0.6
0.4 -0.3 -0.4
0.0 -0.1 -0.9
0.2 1.6 -0.1
-0.4 1.4 -1.7
-1.1 -0.8 0.8
0.3 -0.8 0.0
-0.3 -0.7 -0.6
1.7 -0.3 -0.3
1.7 -1.3 1.0
-1.0 0.1 -0.2
-0.4 -0.1 0.1
1.5 0.3 0.0
-0.8 -0.6 0.3
0.6 0.4 -0.4
-0.5 0.0 0.3
-1.0 0.8 0.4
-0.7 1.1 -0.1
0.5 2.0 0.3
-0.6 -0.3 0.7
0.5 0.6 -0.2
0.6 0.6 -1.0
-0.5 -0.4 -0.7
-2.7 -0.1 1.1
-1.6 -0.5 0.1
-0.5 0.0 -0.3
0.5 -1.2 -1.9
-1.6 -0.6 1.8
-1.7 1.6 -0.3
-1.4 -0.1 2.0
1.9 1.0 -0.2
0.0 -0.3 0.4
-0.3 -0.2 -0.4
0.8 -0.9 -0.5
0.5 0.3 0.2
0.5 0.0 -0.5
-1.8 -1.1 0.5
0.3 -0.5 -1.3
1.1 -0.1 -0.1
-0.1 0.1 0.2
-0.3 1.0 0.5
0.4 -0.1 0.2
0.3 0.4 1.2
0.7 -0.4 -0.1
-0.2 -0.1 -0.5
0.2 -0.2 0.0
0.4 0.3 0.3
0.2 -0.2 0.4
0.3 0.1 0.2
0.3 -0.1 0.1
-0.8 -1.4 0.4
0.2 0.2 1.4
0.6 0.3 -0.4
0.7 -0.5 -0.8
0.0 -0.2 0.1
-0.6 -0.2 0.2
0.4 -0.1 -0.4
0.0 0.2 0.3
-0.1 -0.2 -0.4
-0.3 0.1 0.0
0.7 0.2 -0.8
1.1 -0.9 -0.3
0.0 -0.1 -0.1
0.6 0.5 -0.2
-0.8 0.9 0.2
0.7 -0.1 0.6
-0.1 0.4 -0.6
-0.1 0.9 0.1
-0.3 -0.3 1.0
-0.6 -0.2 -0.9
0.4 -0.3 -0.8
0.6 -0.2 -0.7
-0.3 0.1 0.5
-0.2 -0.1 0.1
-0.1 0.2 0.1
0.3 -0.3 0.0
1.1 0.0 0.7
-0.6 -0.7 0.3
-0.2 -0.8 0.6
-0.2 -1.1 0.5
0.0 -0.2 0.1
0.3 0.8 -0.5
0.0 -0.1 -0.2

Values from the calculation:
- HOMO-LUMO gap (alpha / beta) (eV) = 7.307 / 5.577
- E (hartree) = -2633.26668
- LUMO level (alpha / beta) (hartree) = -0.106 / -0.192
- HOMO level (alpha / beta) (eV) = -10.183 / -10.800
- <S²> = 8.800
- 2S+1 = 6
- net charge = +1
- energy above the lowest of the compared OMol25 structures with the same formula, charge and spin (kcal per mole) = 0.0
- max |F| (eV Å⁻¹) = 2.97

***

- Number 2 is which compound?
  C43H45BFIrN8O4

***

- What is the formula in the first record?
  C21H38ClNa2O25

***

- What is the energy above the lowest of the compared OMol25 structures with the same formula, charge and spin in the first record?
  16.1 kcal per mole